No. 1
Molecular formula: C28H69BrNO11PS2
Method: DFT, ωB97M-V/def2-TZVPD

Its molecular weight is 770.87 g/mol. As for the relative energy (zero: lowest compared OMol25 entry of this formula, charge and spin): 0.00 kcal/mol. For the HOMO energy, the calculation gives -8.88 eV. Its SMILES is CCC[C@H](NCC)[C@H](Br)O[C@H](S)[PH2]=S.COCCOC.COCCOC.COCCOC.COCCOC.COCCOC. Its LUMO energy is 0.0151 Eh. As for the HOMO-LUMO gap: 9.294 eV. As for the energy: -5702.1217 Eh. The value obtained for the largest force on an atom is 0.673 eV Å⁻¹.

```
113
C28H69BrNO11PS2 | the OMol25 dataset | ωB97M-V/def2-TZVPD
C 2.26969 1.69046 -1.91393
C 2.75363 0.46217 -2.69294
C 1.65556 -0.51616 -3.14153
C 1.36086 -1.79476 -2.32409
N 0.27009 -1.73048 -1.35468
C 0.12143 -0.51509 -0.56130
C -0.92373 -0.71551 0.53455
C 2.61550 -2.39546 -1.68759
Br 2.34005 -4.32603 -1.36031
O 2.88509 -1.76275 -0.48086
C 4.03376 -2.17470 0.20577
S 3.64183 -2.67593 1.90329
P 5.24906 -0.81073 0.31296
S 6.26444 -0.44945 -1.29597
H 2.88531 2.56048 -2.13297
H 2.32976 1.52893 -0.83504
H 1.22668 1.92217 -2.12435
H 3.27111 0.80415 -3.59117
H 3.51867 -0.04784 -2.10925
H 0.70887 0.02271 -3.23483
H 1.89910 -0.85016 -4.15305
H 1.04525 -2.54937 -3.04564
H -0.59496 -1.88063 -1.85715
H -0.15925 0.35078 -1.17417
H 1.08740 -0.28464 -0.11930
H -1.62308 -1.50366 0.25144
H -1.50711 0.19289 0.69137
H -0.46571 -0.98407 1.48479
H 3.47448 -2.36239 -2.35860
H 4.54339 -2.99179 -0.31121
H 2.54168 -3.35918 1.58621
H 4.48129 0.23706 0.83003
H 6.00250 -1.22788 1.41495
C 1.16369 5.44123 -0.07335
O 0.47686 4.47493 -0.84540
C -0.93015 4.63361 -0.83649
C -1.43755 5.27705 -2.10535
O -0.99164 6.61550 -2.23444
C 0.09830 6.77184 -3.12189
H 2.22550 5.32347 -0.28326
H 0.85650 6.45719 -0.33593
H 0.99306 5.28324 0.99712
H -1.24158 5.22190 0.03352
H -1.37489 3.63648 -0.74327
H -2.53206 5.29253 -2.08274
H -1.12388 4.68382 -2.97109
H -0.21185 6.60641 -4.15964
H 0.91460 6.08569 -2.88196
H 0.44995 7.79685 -3.02059
C 9.49822 -3.77719 4.84837
O 8.20041 -3.28445 5.11833
C 7.34110 -3.28769 3.99341
C 6.37587 -4.44992 4.00856
O 7.04406 -5.69279 3.87259
C 7.20169 -6.39436 5.08921
H 10.00961 -3.87364 5.80425
H 9.46426 -4.75327 4.35788
H 10.06064 -3.08107 4.21629
H 7.92593 -3.31022 3.06691
H 6.76746 -2.35426 4.01316
H 5.69057 -4.34423 3.16380
H 5.78734 -4.43109 4.93221
H 6.23961 -6.77011 5.45539
H 7.65359 -5.76671 5.86188
H 7.85482 -7.24178 4.88895
C -3.84867 -1.79110 -3.77243
O -2.47658 -2.04931 -3.53562
C -2.19276 -3.41272 -3.27517
C -1.56499 -4.10500 -4.46161
O -2.45074 -4.23979 -5.55604
C -2.25265 -3.27940 -6.57454
H -3.93082 -0.75977 -4.11168
H -4.25744 -2.45351 -4.54012
H -4.43046 -1.91159 -2.85233
H -3.09723 -3.94419 -2.96223
H -1.47863 -3.44936 -2.44440
H -1.25908 -5.11019 -4.15569
H -0.66288 -3.55757 -4.75925
H -1.31172 -3.45820 -7.10686
H -2.24616 -2.26222 -6.17397
H -3.07749 -3.38213 -7.27702
C -4.06326 7.05709 4.83002
O -4.19804 7.67471 3.56532
C -2.96496 8.01406 2.95742
C -2.56855 7.02196 1.88924
O -2.29633 5.73888 2.43002
C -3.35335 4.81445 2.26432
H -5.05098 6.70547 5.12210
H -3.37533 6.20842 4.79326
H -3.70705 7.77059 5.58121
H -2.17281 8.07899 3.71085
H -3.07891 9.00063 2.49835
H -1.65909 7.37589 1.39332
H -3.36040 6.95708 1.13535
H -3.45704 4.53376 1.20908
H -4.30794 5.21285 2.61661
H -3.10219 3.92502 2.83930
C -7.98316 -3.02632 0.98351
O -6.87597 -3.46748 1.74429
C -5.94539 -4.24094 1.00922
C -4.73202 -3.43485 0.60812
O -5.05954 -2.40434 -0.30872
C -5.14326 -1.12009 0.27860
H -8.53769 -2.32337 1.60222
H -7.66710 -2.52554 0.06470
H -8.64140 -3.86267 0.72389
H -6.41905 -4.66125 0.11565
H -5.62417 -5.07111 1.64547
H -4.01007 -4.09830 0.12119
H -4.25701 -3.01382 1.50023
H -4.15197 -0.75583 0.57113
H -5.79535 -1.12075 1.15546
H -5.55502 -0.44919 -0.47363
```

***

No. 2
Molecular formula: C19H22F4N2O2S
Method: DFT, ωB97M-V/def2-TZVPD

Its molecular weight is 418.46 g/mol. As for the relative energy (zero: lowest compared OMol25 entry of this formula, charge and spin): 8.31 kcal/mol. For the HOMO energy, the calculation gives -8.63 eV. Its SMILES is C[C@@](F)(C(=O)N[C@H]1CN(C(=O)C2CCSCC2)Cc2ccccc21)C(F)(F)F. Its LUMO energy is 0.0223 Eh. As for the HOMO-LUMO gap: 9.237 eV. As for the energy: -1794.9397 Eh. The value obtained for the largest force on an atom is 0.410 eV Å⁻¹.

```
50
C19H22F4N2O2S | the OMol25 dataset | ωB97M-V/def2-TZVPD
C 0.51131 -1.85139 -3.46818
C -0.47986 -1.85152 -2.33558
F 0.13426 -2.39359 -1.20859
C -0.99012 -0.41857 -2.05658
O -1.05600 0.34344 -2.99776
N -1.33205 -0.04953 -0.79859
C -1.32863 -0.76555 0.47885
C -0.00207 -0.58630 1.20474
N 0.16420 0.79118 1.61755
C 1.33441 1.51007 1.54019
O 1.43529 2.58181 2.11088
C 2.43863 0.99104 0.62983
C 2.03059 1.16214 -0.83678
C 3.05460 0.56974 -1.79559
S 4.67238 1.36459 -1.66783
C 4.90056 1.14537 0.11289
C 3.74766 1.71031 0.93336
C -0.83694 1.29895 2.54108
C -2.20913 0.72977 2.29468
C -3.26518 1.19764 3.07314
C -4.54847 0.72090 2.88640
C -4.79755 -0.24070 1.91320
C -3.75390 -0.71268 1.14082
C -2.45996 -0.23509 1.32791
C -1.65739 -2.79272 -2.63548
F -1.23273 -4.04080 -2.84215
F -2.53087 -2.84063 -1.61379
F -2.32083 -2.39058 -3.71742
H 0.04602 -1.47692 -4.37397
H 1.34171 -1.19652 -3.21002
H 0.87898 -2.86420 -3.62385
H -1.61687 0.92001 -0.75880
H -1.49060 -1.82226 0.29894
H 0.01343 -1.25369 2.07721
H 0.80389 -0.87581 0.54172
H 2.59969 -0.07559 0.82289
H 1.05808 0.69753 -1.01663
H 1.92006 2.23050 -1.03937
H 3.16672 -0.50442 -1.61629
H 2.73607 0.70488 -2.82961
H 5.04531 0.08218 0.32497
H 5.83135 1.65792 0.35511
H 3.63180 2.77375 0.72423
H 3.97657 1.61442 1.99673
H -0.53629 1.09900 3.57895
H -0.86114 2.38287 2.43958
H -3.07393 1.94861 3.83167
H -5.35715 1.09768 3.49915
H -5.79899 -0.62212 1.76382
H -3.93691 -1.46512 0.38238
```

***

No. 3
Molecular formula: C3H4LiO4Pb
Method: DFT, ωB97M-V/def2-TZVPD

Its molecular weight is 318.20 g/mol. For the HOMO energy (spin up / spin down), the calculation gives -4.85 / -9.05 eV. Its LUMO energy (spin up / spin down) is -0.0376 / -0.0414 Eh. Its spin multiplicity is 2. As for the HOMO-LUMO gap (spin up / spin down): 3.825 / 7.919 eV. As for the energy: -618.0301 Eh. The value obtained for the largest force on an atom is 3.769 eV Å⁻¹.

```
13
C3H4LiO4Pb | the OMol25 dataset | ωB97M-V/def2-TZVPD
H -0.72503 -0.98759 1.33753
O 1.48231 -0.27438 1.29645
C 0.60668 -1.12128 0.78038
C 0.18164 -0.84301 -0.65649
O -0.84562 0.15332 -0.71151
C -0.63446 1.49826 -0.53811
O 0.53968 1.91932 -0.48146
O -1.70764 2.07838 -0.30541
Li -2.76183 0.47957 0.07911
Pb 2.17474 1.58131 0.78895
H 0.98039 -2.16692 0.80369
H -0.29733 -1.74412 -1.06135
H 1.00648 -0.57285 -1.33175
```

***

No. 4
Molecular formula: C2H3NO3
Method: DFT, ωB97M-V/def2-TZVPD

Its molecular weight is 89.05 g/mol. As for the relative energy (zero: lowest compared OMol25 entry of this formula, charge and spin): 88.83 kcal/mol. For the HOMO energy, the calculation gives -10.12 eV. Its LUMO energy is 0.0124 Eh. As for the HOMO-LUMO gap: 10.456 eV. As for the energy: -358.3881 Eh. The value obtained for the largest force on an atom is 3.500 eV Å⁻¹.

```
9
C2H3NO3 | the OMol25 dataset | ωB97M-V/def2-TZVPD
C -0.45023 0.93940 0.61127
C -0.39054 -0.98677 0.09201
N 0.23080 0.26206 -0.33405
O -0.52605 2.06398 0.93834
O -1.03936 -0.24960 1.07490
O 1.04442 0.65241 -1.34009
H -1.20873 -1.23592 -0.55156
H 0.33532 -1.79178 0.52472
H 2.00438 0.34622 -1.01556
```

***

No. 5
Molecular formula: C17H28CuN3O8
Method: DFT, ωB97M-V/def2-TZVPD

Its molecular weight is 465.97 g/mol. As for the relative energy (zero: lowest compared OMol25 entry of this formula, charge and spin): 153.91 kcal/mol. For the HOMO energy (spin up / spin down), the calculation gives -3.30 / -3.33 eV. Its LUMO energy (spin up / spin down) is 0.0289 / 0.0177 Eh. Its spin multiplicity is 2. As for the HOMO-LUMO gap (spin up / spin down): 4.090 / 3.813 eV. The net charge is -1. As for the energy: -3070.9684 Eh. The value obtained for the largest force on an atom is 6.286 eV Å⁻¹.

```
57
C17H28CuN3O8 | the OMol25 dataset | ωB97M-V/def2-TZVPD
Cu 0.40002 -0.53868 -0.37478
C 4.43509 -0.72657 -5.17752
C 3.01069 -0.99356 -4.68375
O 2.87866 -1.24979 -3.32075
H 4.43268 -0.31020 -6.18487
H 5.02479 -1.64326 -5.17930
H 4.91557 0.00625 -4.52927
H 2.62745 -1.79268 -5.31828
H 2.48746 -0.06913 -4.92825
C -2.87927 -4.71691 2.71692
C -3.72649 -4.71557 3.96724
C -4.02414 -3.30917 4.65079
O -4.64939 -3.17103 5.68691
C -3.47338 -2.10815 4.02139
C -2.72654 -2.19477 2.88194
C -2.44640 -3.55278 2.19614
O -1.72954 -3.58795 1.09663
O -2.24393 -1.08177 2.41698
O -4.14282 -5.77712 4.49186
H -2.79895 -5.68040 2.23563
H -3.55944 -1.17589 4.55980
C -2.96230 0.85383 -4.27037
O -2.31450 0.31211 -3.29599
N -4.02759 0.29054 -4.84173
C -4.80367 0.96219 -5.87414
C -4.28775 -1.08997 -4.56950
H -2.78215 1.89678 -4.57370
H -5.68364 1.19726 -5.27539
H -4.97807 0.35006 -6.75900
H -4.32167 1.91142 -6.10811
H -4.13751 -1.57981 -5.53157
H -3.79221 -1.61962 -3.75586
H -5.36001 -1.19204 -4.40238
C 0.80126 4.44313 0.88249
O 0.73875 3.38192 0.27134
N -0.23546 5.17582 1.18598
C -0.22171 6.41002 1.93726
C -1.64789 4.87442 0.79652
H 1.74980 4.81220 1.30231
H -0.53396 7.32087 1.42641
H 0.79621 6.70938 2.18689
H -0.74394 6.43305 2.89374
H -2.11750 4.29732 1.59309
H -2.23830 5.78129 0.66571
H -1.70715 4.34675 -0.15539
C 4.21041 -2.08016 2.75400
O 3.09997 -1.47855 2.47825
N 5.18387 -1.52955 3.41032
C 6.31518 -2.37481 3.85395
C 5.07333 -0.18095 3.89076
H 4.34191 -3.14488 2.50646
H 6.01162 -3.36252 4.20090
H 6.72057 -1.91938 4.75747
H 7.07572 -2.44497 3.07629
H 5.10343 -0.11443 4.97831
H 5.78110 0.50271 3.42197
H 4.08195 0.23756 3.71720
```

***

No. 6
Molecular formula: C21H26N2O5S
Method: DFT, ωB97M-V/def2-TZVPD

Its molecular weight is 418.51 g/mol. As for the relative energy (zero: lowest compared OMol25 entry of this formula, charge and spin): 551.85 kcal/mol. For the HOMO energy, the calculation gives -8.25 eV. Its LUMO energy is 0.0072 Eh. As for the HOMO-LUMO gap: 8.451 eV. As for the energy: -1698.9441 Eh. The value obtained for the largest force on an atom is 15.471 eV Å⁻¹.

```
55
C21H26N2O5S | the OMol25 dataset | ωB97M-V/def2-TZVPD
C 6.86688 -3.27517 -2.52461
H 6.67308 -2.26387 -3.13756
O 6.24843 -2.95119 -1.31823
C 5.05132 -2.78192 -1.10754
C 4.28381 -2.61285 -2.07916
C 2.88385 -2.61135 -1.87791
C 2.43319 -2.56738 -0.52318
C 3.32997 -2.36430 0.34725
C 4.68093 -2.62471 0.10024
H 5.30910 -2.70451 1.02190
H 2.84942 -2.41532 1.21412
S 0.74774 -2.02038 -0.53056
O 0.48575 -2.05038 1.16805
O -0.20409 -2.83778 -1.36618
N 0.56668 -0.34577 -0.80658
C 1.22798 0.37799 0.04150
H 1.69387 1.24955 -0.48113
C 0.36837 1.18683 1.09075
O 0.32585 2.57438 1.07250
N -0.45251 0.34105 1.75723
H -0.28585 -0.48257 1.56833
C -1.23893 0.73430 2.78437
H -1.35422 0.09408 3.53371
H -0.79841 1.63745 3.27542
C -2.62116 1.48004 2.19369
C -2.81280 2.69505 1.69046
H -2.89719 2.54523 0.80526
C -3.92905 3.42358 2.28644
H -3.65337 4.33313 2.52031
C -3.84164 2.68892 3.87201
H -4.76820 2.81111 4.24564
H -2.91011 3.26827 4.40077
O -3.56969 1.36319 3.52417
H -4.74128 3.22077 2.07242
H -1.73950 3.15676 1.83175
H -3.16561 0.44095 1.62461
H 2.05069 0.15196 0.50204
C -0.29074 -0.28184 -1.94832
C -1.56821 0.44839 -1.79112
C -1.94796 1.57651 -2.32193
C -3.35513 2.07599 -1.85712
C -4.17958 1.07520 -1.37853
C -3.68528 0.03959 -0.85455
C -2.39053 -0.36275 -0.95734
H -2.06453 -1.29967 -0.84366
H -4.57407 -0.42640 -0.25840
H -5.21718 1.71318 -1.04525
H -3.61673 3.18819 -2.16589
H -1.25569 2.45688 -2.81489
H -0.18257 -1.06597 -2.70252
H 0.42158 0.74546 -2.57425
H 2.09905 -2.45563 -2.80896
H 4.36628 -2.72638 -3.25503
H 7.94690 -3.42422 -2.28662
H 6.40113 -4.14169 -2.92793
```

***

> Among the records above, which one has the lowest energy?

C28H69BrNO11PS2